# C15H24O

C15H24O in the gas phase (wB97M-V/def2-TZVPD, the OMol25 dataset).

Cartesian coordinates (Å):
H: 0.24668 1.89316 0.92269
C: -0.48095 1.11178 1.15690
H: -6.87430 0.92867 -0.47182
H: 0.94661 -0.36868 1.75025
H: -2.56665 -0.65850 0.44984
H: -0.55650 -1.03626 1.13355
H: -7.24458 -2.09886 -0.69264
H: -3.89293 0.64322 -1.23191
H: 4.88456 1.76755 -1.16094
O: 6.48326 -0.06352 -0.07181
C: -2.87607 0.36911 0.64740
H: -1.48889 1.21084 -0.75559
H: -2.08101 2.35082 0.44972
C: -5.24485 -0.34972 0.11117
H: -4.49361 1.66833 0.07001
H: 2.44196 1.59736 -1.29195
H: 2.59549 -2.18845 0.66084
H: -0.75827 1.22571 2.20787
C: 0.18492 -0.25369 0.97591
C: 2.34248 -0.31077 -0.32920
C: -7.59307 -1.09847 -0.44256
H: 0.60716 -1.43539 -0.78686
C: -6.50068 -0.06964 -0.71037
C: 3.00469 0.79880 -0.82961
C: 4.47004 -1.22950 0.35005
H: -4.88033 -1.35286 -0.12240
H: -6.24743 -0.08048 -1.77393
H: 0.45142 0.28946 -1.10727
C: 0.84796 -0.44180 -0.40266
H: -7.87508 -1.08777 0.60815
H: -3.10621 0.45198 1.71141
C: 5.12461 -0.11525 -0.16529
C: -4.13565 0.66300 -0.16608
C: 3.09696 -1.31705 0.26506
H: 6.80790 0.74985 -0.47674
H: -8.47840 -0.88422 -1.03689
H: 5.05352 -2.01342 0.80698
C: -1.73437 1.32426 0.30218
H: -5.49598 -0.33181 1.17433
C: 4.38268 0.89949 -0.75424

Values from the calculation:
SMILES string = CCCCCCCCCc1ccc(O)cc1
Energy relative to the best compared isomer or geometry (same formula, charge and spin) = 0.098 eV
M = 220.36 u
Kohn-Sham gap = 9.21 eV
2S+1 = 1
Highest occupied orbital energy = -8.32 eV
Total energy = -17992.343 eV

Results of the natural (NBO) charge analysis, in e, for atoms 1 through 2: H 0.200; C -0.388